{
  "formula": "C2H7NO3S2",
  "method": "wB97M-V/def2-TZVPD",
  "elements": ["C", "C", "N", "O", "O", "O", "S", "S", "H", "H", "H", "H", "H", "H", "H"],
  "xyz": [[-0.283, -2.173, 0.656], [0.196, 0.154, 0.235], [-0.469, -0.983, -0.080], [-1.304, 1.854, -1.043], [0.977, 2.441, -0.823], [0.353, 0.550, -2.308], [0.084, 0.920, 1.818], [0.200, 1.328, -1.076], [-0.395, -1.967, 1.675], [-1.113, -2.926, 0.403], [0.629, -2.642, 0.443], [2.149, -0.290, 0.201], [-1.267, 2.508, -0.417], [-0.483, -0.867, -1.119], [0.725, 2.094, 1.433]],
  "nbo_charge": [-0.401, -0.279, -0.627, -0.855, -0.924, -0.914, 0.026, 2.359, 0.208, 0.215, 0.207, -0.112, 0.490, 0.428, 0.178],
  "fmax_ev_per_a": 5.44,
  "lumo_ha": [-0.011, -0.011]
}


{
  "formula": "C9H6NS",
  "method": "wB97M-V/def2-TZVPD",
  "elements": ["C", "C", "C", "C", "C", "C", "C", "C", "C", "N", "S", "H", "H", "H", "H", "H", "H"],
  "xyz": [[0.533, -0.282, 1.620], [-0.574, -2.319, -1.533], [0.197, 0.538, 0.559], [-0.871, -1.720, -2.622], [0.290, -1.508, 2.090], [0.140, -2.435, 1.014], [-0.116, -1.855, -0.265], [0.026, -0.463, -0.477], [0.168, 1.947, 0.449], [0.094, 2.605, -0.864], [-0.506, -0.111, -2.183], [0.376, -1.686, 3.119], [0.058, -3.555, 1.248], [-0.145, 2.346, 1.359], [1.067, 2.589, -1.373], [-0.032, 3.662, -0.768], [-0.707, 2.249, -1.372]],
  "nbo_charge": [0.246, 0.186, -0.209, -0.265, -0.305, -0.082, -0.207, -0.142, -0.067, -0.723, 0.394, 0.266, 0.263, 0.243, 0.475, 0.467, 0.459],
  "fmax_ev_per_a": 3.83,
  "lumo_ha": [-0.213, -0.183],
  "total_charge": 1
}


{
  "formula": "C5H5N3O",
  "method": "wB97M-V/def2-TZVPD",
  "elements": ["C", "C", "C", "C", "C", "H", "H", "H", "H", "H", "N", "N", "N", "O"],
  "xyz": [[0.686, 0.513, 0.202], [-0.372, 1.422, 0.487], [-1.959, 0.036, -0.693], [-1.438, -1.141, -0.476], [0.411, -0.622, 0.967], [2.274, -1.193, -0.061], [-0.084, 2.296, 1.213], [-2.953, 0.318, -1.024], [-2.054, -1.952, -0.935], [0.944, -0.599, 2.114], [1.771, 0.754, -0.512], [-1.543, 1.171, -0.052], [-0.635, -1.422, 0.644], [2.595, -0.454, -0.599]],
  "nbo_charge": [-0.009, 0.091, -0.063, -0.053, 0.000, 0.456, 0.223, 0.232, 0.215, 0.241, -0.015, -0.388, -0.358, -0.573],
  "fmax_ev_per_a": 5.76,
  "lumo_ha": -0.008,
  "smiles": "ON=c1cnccnc1"
}


{
  "formula": "C5H12NO2",
  "method": "wB97M-V/def2-TZVPD",
  "elements": ["O", "C", "C", "C", "C", "C", "N", "H", "H", "H", "H", "H", "H", "H", "H", "H", "H", "H", "H", "O"],
  "xyz": [[0.899, 0.030, -1.793], [1.633, -0.728, -1.173], [1.157, -1.764, -0.216], [0.073, -1.478, 0.844], [-1.384, -0.991, 0.539], [-1.975, 1.378, 0.257], [-1.359, 0.328, -0.087], [2.671, -0.655, -1.461], [0.757, -2.608, -0.769], [1.967, -2.167, 0.336], [-0.175, -2.375, 1.408], [0.431, -0.705, 1.523], [-1.982, -1.681, -0.035], [-1.930, -0.910, 1.479], [-1.630, 2.286, -0.208], [-2.800, 1.419, 0.957], [-0.623, 0.450, -0.803], [0.564, 3.455, 0.917], [1.914, 2.866, 1.211], [0.990, 2.610, 1.106]],
  "nbo_charge": [-0.559, 0.462, -0.538, -0.390, -0.241, 0.132, -0.389, 0.159, 0.261, 0.251, 0.247, 0.222, 0.239, 0.229, 0.221, 0.225, 0.469, 0.473, 0.488, -0.959],
  "fmax_ev_per_a": 1.88,
  "lumo_ha": -0.163,
  "total_charge": 1
}


{
  "formula": "C6H9N4S",
  "method": "wB97M-V/def2-TZVPD",
  "elements": ["C", "C", "C", "C", "C", "C", "N", "N", "N", "N", "S", "H", "H", "H", "H", "H", "H", "H", "H", "H"],
  "xyz": [[0.391, 0.651, -1.551], [-0.099, 2.908, -1.753], [-0.205, 1.780, -0.852], [0.141, -1.477, 1.591], [-1.158, -1.023, 0.938], [-0.791, 1.776, 0.391], [0.772, 1.033, -2.719], [0.528, 2.377, -2.838], [0.868, -0.465, 1.878], [0.548, -2.758, 1.593], [-1.251, 0.694, 1.543], [0.602, -0.418, -1.162], [-0.342, 3.962, -1.458], [-1.159, -1.200, -0.101], [-2.013, -1.444, 1.441], [-0.860, 2.911, 0.785], [0.642, 2.791, -3.796], [1.753, -0.585, 2.186], [0.082, -3.640, 1.710], [1.383, -2.933, 2.249]],
  "nbo_charge": [0.026, 0.085, -0.283, 0.443, -0.596, -0.246, -0.215, -0.315, -0.740, -0.806, 0.706, 0.241, 0.265, 0.263, 0.256, 0.276, 0.453, 0.361, 0.423, 0.403],
  "fmax_ev_per_a": 4.26,
  "lumo_ha": -0.175,
  "total_charge": 1
}


{
  "formula": "CHN3O2",
  "method": "wB97M-V/def2-TZVPD",
  "elements": ["C", "N", "N", "N", "O", "O", "H"],
  "xyz": [[-0.534, -1.393, -0.848], [-1.476, -0.741, -0.757], [1.174, -2.306, 1.665], [1.398, -1.180, 1.780], [1.683, -0.215, 2.412], [0.859, -3.188, 0.905], [0.384, -2.010, -0.672]],
  "nbo_charge": [0.049, -0.311, 0.331, 0.373, -0.299, -0.387, 0.244],
  "fmax_ev_per_a": 1.73,
  "lumo_ha": -0.051,
  "smiles": "O=NN=O.C#N"
}